104
Properties=species:S:1:pos:R:3:mulliken_charge:R:1 method="wB97M-V/def2-TZVPD" homo_lumo_gap_ev="5.21 / 1.61" total_charge=+1 homo_ha="-0.4251 / -0.4301" spin_multiplicity=3 lumo_energy_ha="-0.2335 / -0.3709"
O 0.34444 1.82783 -4.91778 -0.411
V -0.84242 2.18908 -4.01054 1.471
O 2.47299 3.41922 -1.22167 -0.481
C 1.82078 3.55214 -2.37237 0.522
O 2.41133 4.03500 -3.35877 -0.727
O 0.61651 3.21475 -2.47284 -0.112
H 1.75364 2.98661 -0.75587 0.257
As 0.58170 -0.19809 -1.14421 1.821
F 0.56697 -1.81977 -1.93696 -0.486
F -0.23828 0.57533 -2.49520 -0.124
F 0.66385 1.43099 -0.33583 -0.199
F 1.49461 -0.90389 0.17595 -0.549
F 2.16525 0.13018 -1.90446 -0.400
F -0.93361 -0.52298 -0.25399 -0.439
O -1.37035 -4.87469 4.69921 -0.634
S -1.25047 -4.12720 3.45352 1.000
O -1.37730 -2.67617 3.38269 -0.453
O 0.24694 -4.51769 2.78034 -0.419
C 0.68210 -3.63679 1.71971 0.452
C 1.76820 -4.45091 1.04410 -1.354
C -2.42505 -4.87694 2.13546 -0.713
H 0.99588 -2.69549 2.17095 -0.005
H -0.12134 -3.46150 1.00427 0.232
H 2.64485 -4.08791 1.58060 0.368
H 2.08641 -4.23121 0.02500 0.248
H 1.59906 -5.51436 1.21316 0.369
H -1.86486 -5.02815 1.21274 0.287
H -3.28385 -4.22222 1.98744 0.179
H -2.73655 -5.83419 2.55352 0.372
O 7.03190 -0.75392 -0.56151 -0.500
S 6.64413 0.59100 -0.15554 1.264
O 6.20669 0.78487 1.23192 -0.550
O 7.88268 1.68134 -0.54430 -0.030
C 7.86010 2.98077 -0.03861 -0.079
C 9.19211 3.76103 -0.16507 -1.157
C 5.34928 1.25793 -1.23074 -0.708
H 7.63529 3.14314 1.01553 0.379
H 7.04586 3.37257 -0.64820 0.396
H 9.07047 4.83931 -0.06199 0.388
H 9.40510 3.58889 -1.22010 0.347
H 9.89725 3.23587 0.47920 0.353
H 5.72728 1.34399 -2.24947 0.501
H 4.89424 2.19676 -0.91508 0.485
H 4.48120 0.60716 -1.12564 -0.151
O -0.04603 2.90991 3.35199 -0.601
S -0.31518 1.69389 4.13385 1.157
O 0.36227 1.48946 5.40113 -0.658
O -1.88608 1.39853 4.38288 -0.257
C -2.20352 0.18522 5.01036 0.202
C -3.78197 0.05220 4.79605 -1.222
C 0.15246 0.43835 2.85138 -0.765
H -2.02526 0.09419 6.08182 0.271
H -1.73439 -0.73712 4.66786 0.079
H -4.13920 -0.16892 3.79027 0.115
H -4.27863 0.98895 5.04886 0.403
H -4.28743 -0.68342 5.42173 0.455
H 0.15305 -0.59787 3.18955 0.303
H 1.11697 0.71866 2.42799 0.441
H -0.58548 0.47051 2.04981 0.060
O -4.57244 -2.52096 0.07646 -0.463
S -5.30143 -1.41301 -0.53296 0.866
O -6.36231 -1.74490 -1.49754 -0.612
O -6.00397 -0.37918 0.59187 -0.145
C -6.52310 -0.83413 1.83822 -0.122
C -7.69665 -1.75129 1.56209 -1.167
C -4.14022 -0.12429 -1.16292 -0.858
H -6.78616 0.06318 2.39834 0.353
H -5.78101 -1.36771 2.43210 0.140
H -7.44955 -2.44037 0.75450 0.309
H -8.39338 -1.05468 1.09582 0.308
H -7.99119 -2.27707 2.47033 0.381
H -3.20279 -0.43169 -1.62641 0.403
H -3.88922 0.55655 -0.34957 0.160
H -4.67191 0.44064 -1.92859 0.407
O -2.30450 2.67834 -2.59045 -0.469
S -2.70373 3.59896 -1.54276 0.994
O -2.77342 5.04140 -1.77092 -0.641
O -4.12243 3.14338 -0.89663 -0.084
C -4.83298 3.99728 -0.00206 -0.206
C -6.02357 3.24403 0.48526 -1.104
C -1.65584 3.39020 -0.00636 -0.723
H -5.11057 4.92547 -0.50158 0.300
H -4.24697 4.21017 0.89202 0.287
H -6.70958 3.94868 0.95532 0.467
H -5.65933 2.56071 1.25240 0.179
H -6.45854 2.67553 -0.33676 0.298
H -0.62887 3.59340 -0.30993 0.156
H -1.68106 2.33947 0.28248 0.146
H -1.83117 4.12814 0.77646 0.505
O 2.20304 -0.82543 -5.46864 -0.501
S 2.83761 -2.06618 -5.75118 1.118
O 2.78426 -2.63490 -7.13138 -0.631
O 4.36196 -1.91026 -5.21143 -0.374
C 4.67917 -1.38162 -3.94024 -0.178
C 4.19934 -2.22010 -2.68756 -0.669
C 2.20608 -3.47903 -4.72604 -0.754
H 4.30758 -0.36817 -3.78879 0.187
H 5.75610 -1.28659 -3.80131 0.310
H 4.77307 -2.04457 -1.77755 0.284
H 4.39982 -3.28547 -2.80121 0.512
H 3.14076 -2.22228 -2.42773 -0.208
H 1.52865 -3.92132 -5.45651 0.452
H 1.90362 -3.11764 -3.74319 0.052
H 3.13024 -3.99695 -4.46959 0.341